{"formula": "C2H2ClFNO2", "method": "wB97M-V/def2-TZVPD", "de_lowest_ev": 5.6213, "gap_ev": [7.9, 7.2], "max_force_ha_per_bohr": 0.0804, "homo_energy_ev": [-4.4, -3.7], "total_charge": -1, "elements": ["C", "C", "N", "O", "O", "F", "Cl", "H", "H"], "coordinates": [[1.504380, 0.622696, -0.637011], [-1.523221, -0.251965, 0.310375], [0.697800, -0.537966, -0.047787], [2.541966, 0.190728, -1.004564], [0.903162, 1.651703, -0.637749], [1.030557, -1.031474, 1.296033], [-2.232100, -0.441823, -1.171898], [-1.712111, -0.892762, 1.164776], [-1.210430, 0.690863, 0.727828]], "forces_ev_per_a": [[-1.67, -1.24, 2.75], [2.70, 0.57, 2.34], [-2.44, -2.40, 0.65], [3.71, -1.00, -1.54], [-1.45, 3.14, -0.51], [0.39, 1.12, -1.11], [-0.66, -0.08, -0.94], [-0.23, -0.82, -0.72], [-0.35, 0.71, -0.93]]}

{"formula": "C13H31AuCl2OP", "method": "wB97M-V/def2-TZVPD", "de_lowest_ev": 0.0000, "multiplicity": 3, "gap_ev": [5.9, 5.9], "max_force_ha_per_bohr": 0.0610, "homo_energy_ev": [-2.8, -3.4], "total_charge": -1, "elements": ["Au", "Cl", "Cl", "H", "H", "P", "C", "C", "C", "C", "H", "C", "H", "H", "H", "H", "H", "H", "H", "C", "C", "H", "H", "H", "H", "H", "H", "C", "H", "C", "H", "H", "H", "H", "H", "H", "C", "C", "C", "O", "C", "H", "H", "H", "H", "H", "H", "H", "H"], "coordinates": [[0.668604, -0.208473, 1.128274], [-0.970466, 1.563066, 0.703749], [1.097341, -2.463696, 0.487858], [-0.873684, -0.859025, 0.720067], [1.516662, 0.587607, -0.038153], [-0.083249, 0.170632, -3.804642], [0.196971, 1.922018, -4.064203], [1.177891, -1.079777, -4.182471], [-1.842626, -0.139777, -3.700945], [1.032269, 2.492232, -2.899420], [-0.803278, 2.394408, -4.012174], [0.748476, 2.192067, -5.469212], [1.702468, 1.686699, -5.658758], [0.903415, 3.276267, -5.588762], [0.022226, 1.876084, -6.226731], [0.479130, 2.389447, -1.951430], [1.231290, 3.556631, -3.067592], [1.989079, 1.959267, -2.797211], [-2.230305, 0.774270, -3.212137], [-2.217970, -1.342124, -2.798175], [-2.420651, -0.186101, -5.118530], [-2.478451, 0.821033, -5.543373], [-3.450859, -0.576710, -5.072982], [-1.838546, -0.817596, -5.794679], [-1.668161, -1.316347, -1.845486], [-2.034827, -2.299718, -3.291685], [-3.291105, -1.286374, -2.564852], [2.494710, -0.762839, -3.460402], [1.341642, -1.002636, -5.268665], [0.724964, -2.506223, -3.840954], [2.852932, 0.244324, -3.706210], [3.258126, -1.469236, -3.802142], [2.367318, -0.865236, -2.372261], [0.607924, -2.629352, -2.755292], [1.497855, -3.200501, -4.191598], [-0.205454, -2.772916, -4.361627], [-1.441853, 0.453273, 5.201724], [-1.494380, -1.042601, 4.856313], [-0.183683, -1.304709, 4.092869], [0.396358, -0.026466, 3.708088], [-0.534176, 1.018687, 4.112283], [-2.418800, 0.930129, 5.173713], [-0.990922, 0.591018, 6.190573], [-2.320203, -1.235567, 4.163864], [-1.598572, -1.692888, 5.713808], [0.538144, -1.859503, 4.712152], [-0.345159, -1.858981, 3.153633], [-1.134951, 1.273035, 3.218197], [0.046340, 1.917475, 4.374890]], "forces_ev_per_a": [[0.23, 0.53, -0.57], [-0.70, 1.44, 0.03], [0.76, -1.39, -0.01], [-0.37, -0.25, 0.02], [0.09, -0.15, 0.09], [0.12, -0.19, 3.13], [0.38, 0.42, -0.43], [0.24, 0.00, -1.13], [-0.46, -0.43, -0.44], [-0.07, 0.18, -0.13], [0.31, -0.36, 0.00], [0.01, 0.86, 0.08], [-0.13, 0.03, 0.08], [0.16, -0.17, -0.15], [0.18, -0.05, 0.11], [0.25, -0.08, -0.36], [0.11, 0.04, 0.02], [-0.31, 0.24, 0.00], [0.27, -0.40, -0.05], [-0.22, 0.40, -0.07], [-1.23, -0.35, 0.20], [0.15, -0.11, -0.02], [0.02, 0.07, -0.27], [-0.05, 0.00, 0.15], [-0.09, 0.04, -0.36], [0.01, 0.10, 0.04], [0.16, -0.08, -0.09], [-0.13, 0.04, -0.04], [0.37, -0.46, 0.08], [-0.10, 0.15, -0.16], [-0.06, -0.19, 0.16], [0.02, -0.03, 0.05], [0.02, 0.14, -0.29], [-0.07, 0.05, -0.26], [-0.05, 0.07, 0.12], [0.20, 0.06, 0.23], [0.77, -0.21, 0.13], [0.03, 0.32, -0.97], [0.32, -0.11, -0.32], [-0.83, -0.12, 1.18], [-0.13, 0.17, -1.03], [-0.03, 0.01, 0.10], [-0.12, 0.05, -0.05], [-0.02, 0.03, 0.21], [-0.05, -0.09, 0.23], [-0.04, 0.27, -0.22], [-0.01, -0.05, 0.47], [0.24, -0.02, 0.39], [-0.14, -0.44, 0.11]]}

{"formula": "C2ClF2NO3", "method": "wB97M-V/def2-TZVPD", "de_lowest_ev": 2.7156, "gap_ev": [9.0, 6.8], "max_force_ha_per_bohr": 0.0291, "homo_energy_ev": [-12.5, -11.4], "elements": ["C", "C", "N", "O", "O", "O", "F", "F", "Cl"], "coordinates": [[-0.308146, 1.286350, -0.104460], [0.282980, -0.018873, -0.442036], [0.953275, -0.973150, 0.425547], [-0.663222, 2.109384, -0.874709], [1.244742, -0.602493, 1.533506], [1.181481, -2.046817, -0.073598], [-0.405675, 1.458876, 1.220774], [0.294172, -0.356849, -1.699393], [-2.579608, -0.856424, 0.014367]], "forces_ev_per_a": [[-0.04, 0.56, 0.87], [-0.97, -0.36, -1.08], [0.10, -0.09, -0.23], [0.19, -0.40, -0.19], [0.04, 0.26, 0.43], [0.02, -0.30, -0.12], [0.03, -0.11, -0.41], [0.14, 0.34, 0.75], [0.50, 0.10, -0.03]]}

{"formula": "C5H11ClIrNTi", "method": "wB97M-V/def2-TZVPD", "de_lowest_ev": 1.1240, "multiplicity": 7, "gap_ev": [6.9, 6.5], "max_force_ha_per_bohr": 0.1118, "homo_energy_ev": [-7.2, -10.7], "elements": ["Ti", "Cl", "C", "H", "H", "H", "Ir", "C", "C", "C", "H", "H", "H", "H", "H", "H", "H", "H", "N", "C"], "coordinates": [[-0.092023, 0.367883, -1.110081], [-0.817073, 2.439356, -0.857234], [-1.621709, -0.988270, -1.095640], [-0.933853, -1.600567, -0.515333], [-2.110672, -1.582326, -1.878264], [-2.382751, -0.560379, -0.413290], [0.398801, 0.278811, -3.311314], [-1.301217, 0.781695, -4.285013], [2.043001, 1.338944, -3.629508], [0.731200, -1.539520, -3.528260], [2.745476, 1.122135, -2.808352], [2.394968, 0.888750, -4.578587], [1.866333, 2.417372, -3.752734], [-2.215193, 0.420598, -3.767261], [-1.351274, 1.869284, -4.504442], [-1.132678, 0.209025, -5.223761], [-0.055454, -2.291991, -3.751329], [1.752617, -1.962743, -3.407882], [2.361987, 0.241718, 0.979433], [1.532516, -0.103977, 0.207049]], "forces_ev_per_a": [[2.32, 2.33, 2.90], [-0.52, 0.77, 0.33], [-4.06, -3.87, 1.27], [0.59, -0.06, -0.20], [0.51, 0.63, -0.15], [0.46, 0.65, -0.61], [-0.43, 1.71, -2.45], [-1.04, 0.63, -0.66], [1.49, 0.66, -0.40], [0.93, -3.83, -0.23], [0.01, 0.18, -0.34], [0.23, 0.35, 0.37], [0.06, -0.32, 0.03], [0.37, 0.23, -0.43], [-0.17, -0.67, 0.13], [-0.40, 0.29, 0.31], [0.54, 0.39, 0.08], [-0.72, 0.06, -0.08], [-1.96, -1.04, -1.96], [1.79, 0.91, 2.08]]}